8
Properties=species:S:1:pos:R:3:forces:R:3:mulliken_charge:R:1 method="wB97M-V/def2-TZVPD" e_above_lowest_kcal_mol=82.6 homo_ev="-8.8 / -8.5" total_charge=0 largest_force_ev_per_a=4.6
Cl -2.031 -0.405 0.073 -0.36 -0.73 0.11 -0.138
N 1.060 0.238 -0.297 -2.59 2.52 0.77 -0.374
C 1.146 -0.968 -0.033 0.56 0.68 -1.91 -0.199
C -1.052 0.981 -0.032 2.07 -3.32 -2.52 -0.369
H -1.190 1.419 -0.989 0.26 0.97 -0.13 0.280
H 0.284 -1.610 -0.033 -0.42 -0.85 0.72 0.206
H 2.170 -1.230 -0.326 -0.03 -1.16 0.70 0.273
H -0.911 1.372 0.890 0.51 1.89 2.25 0.321